Computed, not measured: C11H16Cl3F3MoO4S as an isolated structure at a distorted geometry, with ωB97M-V/def2-TZVPD.

Computed properties:
Total energy   -78273.37125 eV
Energy relative to the best compared isomer or geometry (same formula, charge and spin)   0.00 kJ/mol
Total charge   -2
HOMO (spin up / spin down)   -0.85 / -2.21 eV
Spin multiplicity   3

Geometry as XYZ:
```
39
C11H16Cl3F3MoO4S ωB97M-V/def2-TZVPD
C 1.0081 -1.8116 -0.6443
C 2.1589 -1.1524 -0.0649
C 1.9749 0.2700 -0.2288
C 3.3511 -1.8248 0.5101
C 0.8060 0.4800 -1.0234
C 0.1848 -0.7762 -1.2304
C -1.0265 -0.9756 -2.0644
C 0.7671 -3.2733 -0.7996
C 2.8818 1.3564 0.1982
C 0.3496 1.7674 -1.5950
Mo 0.3909 -0.7615 1.2506
Cl 1.8236 -0.3415 3.0690
Cl 0.2813 -2.8893 2.3028
Cl -0.3530 1.4158 1.6836
H 3.1299 -2.8654 0.7618
H 3.6958 -1.3250 1.4195
H 4.1765 -1.8132 -0.2121
H 3.3223 1.1753 1.1771
H 2.3569 2.3139 0.2356
H 3.7012 1.4816 -0.5134
H 0.4790 2.5897 -0.8891
H -0.7125 1.6996 -1.8428
H 0.9078 2.0330 -2.5012
H -1.8116 -0.2502 -1.7999
H -1.4098 -1.9924 -1.9518
H -0.7946 -0.8230 -3.1293
H 1.1647 -3.8141 0.0584
H 1.2149 -3.6595 -1.7232
H -0.3107 -3.4500 -0.8502
O -1.5740 -1.1541 0.9790
H -2.1703 -0.5101 1.4968
F -4.8340 3.2270 2.1843
C -3.7553 3.1574 1.3587
F -3.8422 4.1631 0.4480
F -2.6561 3.3845 2.1107
S -3.7120 1.4597 0.5414
O -3.4322 0.5998 1.7094
O -5.0702 1.3292 0.0362
O -2.6622 1.5596 -0.4675
```